52
Properties=species:S:1:pos:R:3:forces:R:3 method="wB97M-V/def2-TZVPD" charge=-1 homo_ev=-3.02 orbital_gap_ha=0.190 e_above_lowest_kj_mol=533.6
C 3.419222 -2.587348 1.594498 0.2 -0.4 0.1
C 2.900608 -1.195359 1.367997 -0.4 0.0 0.2
O 1.463959 -1.275402 1.346445 1.4 -0.3 0.0
C 0.845660 -0.079829 1.473417 -1.7 0.6 -0.3
C -0.609465 -0.258340 1.470435 0.4 0.1 0.6
C -1.775800 0.125192 0.726484 0.5 -0.8 0.3
O -1.889850 0.092809 -0.513713 -0.2 0.6 0.0
C -3.063457 0.353523 1.557388 0.1 0.0 -0.1
C -4.170977 -0.625337 1.166049 -0.1 0.3 0.0
C -3.873519 -2.095838 1.454168 -0.1 -0.2 -0.3
C -2.599452 -2.650680 0.788383 -0.1 -0.1 -0.3
C -1.365463 -2.717016 1.683055 0.4 0.0 0.3
C -0.955956 -1.410707 2.390025 -0.2 -0.2 0.3
O 1.515782 0.932685 1.714239 0.0 -0.7 -0.3
H 4.502843 -2.600911 1.457763 0.0 -0.1 0.0
H 3.213793 -2.907250 2.621693 0.0 0.0 -0.2
H 2.970289 -3.315973 0.910124 0.1 0.2 0.1
H 3.214452 -0.523679 2.177894 0.0 -0.1 -0.3
H 3.225104 -0.781446 0.403437 0.1 -0.1 0.2
H -2.859742 0.348248 2.639060 -0.1 -0.1 -0.4
H -3.410491 1.372032 1.333366 0.1 -0.1 -0.1
H -5.093953 -0.334387 1.684756 0.0 -0.1 -0.1
H -4.354309 -0.497046 0.091697 0.1 -0.1 0.1
H -3.839188 -2.264084 2.538954 0.0 0.0 -0.1
H -4.717943 -2.678194 1.060133 0.0 0.1 0.2
H -2.805692 -3.676656 0.448571 0.0 0.1 0.1
H -2.373945 -2.078707 -0.122283 -0.1 -0.2 0.3
H -1.531810 -3.463253 2.472700 -0.1 -0.1 0.0
H -0.513956 -3.073864 1.084912 -0.1 0.1 0.1
H -0.085755 -1.625553 3.024480 -0.4 -0.1 0.1
H -1.782452 -1.093350 3.042640 0.2 -0.3 0.1
C 3.762659 1.499411 -4.775687 0.2 -0.1 -0.2
C 2.785244 1.593051 -3.646311 -0.2 0.2 0.6
C 3.214174 1.390339 -2.326502 -0.2 0.1 -0.3
C 2.330253 1.493423 -1.264837 -0.9 0.0 0.3
C 0.957757 1.789429 -1.472259 0.4 -0.5 -1.4
C 0.035554 1.969448 -0.360746 -0.9 2.7 -0.5
C -1.186009 2.560430 -0.552270 1.6 -0.7 -1.3
N -1.768656 3.328222 0.447726 -0.9 0.1 2.7
O -2.937587 3.788989 0.314293 2.1 -0.6 -0.1
O -1.086441 3.465115 1.494503 -1.5 0.4 -1.3
C 0.550202 2.041601 -2.810281 0.2 -0.3 0.7
C 1.444762 1.935469 -3.865464 0.1 0.0 0.2
H 3.252290 1.588463 -5.735865 0.1 0.0 0.0
H 4.525462 2.284496 -4.721491 -0.1 -0.1 0.0
H 4.289133 0.541159 -4.751064 0.0 0.0 -0.1
H 4.265454 1.168182 -2.135940 -0.2 0.0 0.0
H 2.663280 1.359675 -0.238903 0.0 0.0 -0.2
H 0.449195 1.914942 0.639270 -0.1 0.4 -0.2
H -1.764944 2.406184 -1.456373 0.0 0.5 0.3
H -0.486265 2.322008 -2.991062 0.3 -0.1 -0.1
H 1.105937 2.145694 -4.879486 0.1 -0.1 0.2

8
Properties=species:S:1:pos:R:3:forces:R:3 method="wB97M-V/def2-TZVPD" charge=-1 homo_ev="-4.11 / -5.71" orbital_gap_ha="0.260 / 0.346" e_above_lowest_kj_mol=864.5
C 0.640251 -0.582469 -0.046306 -1.7 2.4 2.2
O -0.153543 1.674963 -1.294995 0.2 0.1 -0.4
O -1.836385 0.028041 -0.606760 0.1 0.4 0.3
O -0.714873 1.488651 1.043558 -0.3 0.2 0.9
O 0.306078 -1.796196 -0.472040 -1.4 -2.2 0.3
O 1.410970 -1.028295 -0.997765 2.5 0.4 -2.1
S -0.699828 0.857030 -0.238313 0.7 -1.2 -0.7
H 1.047327 -0.641724 2.612618 0.0 0.0 -0.5

85
Properties=species:S:1:pos:R:3:forces:R:3 method="wB97M-V/def2-TZVPD" charge=-1 homo_ev=-4.04 orbital_gap_ha=0.220 e_above_lowest_kj_mol=42.4
C -0.601908 0.361202 -1.202700 0.4 0.1 -0.2
C -1.045387 1.217050 0.006241 -0.4 -1.5 -1.0
O -1.966502 0.777806 0.655168 0.0 0.6 0.6
O -0.403518 2.363633 0.238306 0.3 -0.8 0.3
C -0.700701 2.934976 1.528877 -1.0 1.5 1.5
C 0.373972 3.944044 2.015571 1.2 -1.4 -0.7
N 0.707899 5.009035 1.082769 -0.4 0.4 0.6
C -0.468254 5.754162 0.600648 0.9 0.1 -0.5
C -1.360703 6.349145 1.724603 -1.3 0.8 1.2
O -2.497831 6.718890 1.374247 -0.3 -0.3 -1.4
O -0.971486 6.500273 2.909296 1.5 -0.8 -0.4
H -0.866694 0.854029 -2.160321 0.5 0.0 0.5
H -1.136597 -0.610024 -1.216818 0.0 0.8 0.4
H 0.474134 0.095482 -1.146784 -0.5 0.6 -0.2
H -0.835326 2.180828 2.333957 0.2 0.0 -0.8
H -1.678687 3.463728 1.468199 0.6 -0.4 -0.1
H 1.315154 3.354369 2.163113 -0.5 0.4 0.0
H 0.098687 4.321551 3.018401 -0.2 0.1 -0.7
H 1.296185 4.684022 0.322326 -0.3 -0.1 0.1
H -0.074415 6.623006 0.020498 -0.4 -0.5 0.3
H -1.038523 5.133858 -0.127175 -0.2 0.5 0.6
C -4.445296 -2.143863 -3.454604 0.1 0.1 -0.1
O -3.533681 -2.464522 -2.417438 -0.3 -0.1 0.0
C -4.153206 -2.478245 -1.133480 0.5 -0.1 0.1
C -4.469946 -3.893621 -0.686287 -0.4 0.2 0.0
O -5.454033 -4.497705 -1.517975 0.2 0.0 -0.1
C -4.885719 -5.372099 -2.475956 -0.1 -0.1 0.0
H -3.983182 -2.411761 -4.405588 0.1 0.0 0.0
H -5.386314 -2.690192 -3.357882 0.0 0.0 0.0
H -4.644152 -1.067555 -3.457179 -0.1 0.0 0.0
H -5.053821 -1.857345 -1.131342 0.0 -0.1 0.0
H -3.441821 -2.037512 -0.428305 0.0 0.0 0.0
H -4.882622 -3.858397 0.326378 0.0 0.0 0.0
H -3.560294 -4.503231 -0.656952 0.0 0.0 -0.1
H -4.588664 -6.311373 -1.996410 0.1 0.0 -0.1
H -4.020434 -4.929135 -2.970488 0.0 0.0 0.0
H -5.642494 -5.593250 -3.229451 0.0 0.0 0.1
C 6.181520 7.347656 3.130976 0.0 0.2 0.0
O 5.059620 8.191838 2.967775 0.1 -0.2 0.0
C 4.116768 7.676852 2.026334 -0.2 0.2 0.3
C 2.944013 6.998462 2.709930 0.0 -0.2 -0.4
O 3.358994 5.826961 3.408528 0.2 0.2 0.1
C 3.500487 6.044290 4.798666 -0.1 -0.2 0.0
H 6.708027 7.655930 4.035145 0.0 0.1 0.0
H 5.894008 6.298556 3.235386 0.0 0.0 0.0
H 6.861736 7.458838 2.278418 0.1 -0.1 0.0
H 4.607412 6.991019 1.327026 0.0 0.0 0.1
H 3.741284 8.529573 1.452903 0.0 0.0 0.0
H 2.226299 6.680393 1.948982 -0.1 0.0 0.1
H 2.430501 7.690443 3.383524 0.0 0.0 0.0
H 2.515262 6.081520 5.274524 0.0 0.1 0.1
H 4.044162 6.966941 5.017871 0.0 0.0 0.0
H 4.056985 5.203564 5.218492 0.0 0.0 -0.1
C -0.336728 -1.851900 1.623732 -0.2 0.0 0.0
O 0.858950 -1.110933 1.453550 0.1 -0.1 0.1
C 1.350540 -0.579852 2.677264 0.2 0.1 -0.3
C 2.486015 -1.419410 3.234508 -0.2 0.0 0.3
O 2.041764 -2.717556 3.613906 0.0 0.0 -0.2
C 2.349074 -3.703831 2.645562 0.0 -0.1 0.1
H -0.506675 -2.440224 0.720668 0.1 0.1 0.0
H -0.277780 -2.531506 2.477987 0.1 0.0 0.0
H -1.175301 -1.163107 1.752217 -0.1 -0.1 0.0
H 0.542673 -0.482564 3.409103 0.0 -0.1 0.0
H 1.729934 0.423960 2.462011 0.0 0.0 0.1
H 2.870228 -0.934922 4.137205 0.0 0.0 0.0
H 3.308031 -1.486847 2.514205 -0.1 0.0 0.0
H 3.412514 -3.962155 2.695590 0.0 0.0 -0.1
H 2.102874 -3.375921 1.633228 0.0 0.0 0.0
H 1.765103 -4.596286 2.874436 0.0 0.1 0.1
C -1.420126 -7.480268 -3.884352 -0.1 0.0 0.0
O -1.882564 -6.314492 -4.543583 0.2 -0.1 0.1
C -1.361110 -5.117727 -3.974706 -0.2 0.1 -0.4
C -0.199685 -4.573749 -4.786328 0.2 0.0 0.4
O 0.920658 -5.450699 -4.750012 -0.2 -0.1 -0.2
C 1.029416 -6.247119 -5.916339 0.2 0.0 0.0
H -1.634602 -8.337067 -4.523385 -0.1 0.1 0.0
H -0.344644 -7.446216 -3.695735 0.0 0.0 0.0
H -1.954754 -7.611215 -2.937479 0.1 0.0 0.1
H -1.066011 -5.280688 -2.933295 0.1 0.0 0.0
H -2.169201 -4.380928 -3.982234 0.1 0.1 0.1
H 0.120679 -3.624728 -4.346587 0.0 0.0 0.0
H -0.505581 -4.378599 -5.819410 0.0 -0.1 0.0
H 1.420139 -5.648258 -6.745780 0.0 0.0 -0.1
H 0.071478 -6.685232 -6.205371 0.0 0.0 0.0
H 1.733801 -7.054055 -5.710517 0.0 0.1 0.1

21
Properties=species:S:1:pos:R:3:forces:R:3 method="wB97M-V/def2-TZVPD" charge=0 homo_ev=-8.84 orbital_gap_ha=0.361 e_above_lowest_kj_mol=192.6
C 1.670393 -0.703293 1.211913 0.3 0.0 -1.4
C 1.111952 -0.861151 -0.229066 -0.2 -0.3 0.5
C 0.065176 0.125923 -0.645216 -1.1 0.0 -0.3
C 0.205182 0.888546 -1.725894 1.0 -1.6 -1.7
C -1.248314 0.007626 0.108592 0.6 0.4 -0.1
C -2.376691 0.837423 -0.425682 0.7 -0.4 0.8
C -3.106098 1.658160 0.313553 -0.6 0.8 -1.3
N 2.992890 -1.271106 1.349726 0.6 -0.3 0.6
H 0.971940 -1.188492 1.887671 0.1 0.1 0.4
H 1.747187 0.360740 1.425982 -0.1 0.0 0.3
H 1.904987 -0.956130 -0.970130 0.2 0.5 0.1
H 0.630403 -1.847660 -0.246761 -0.1 0.0 -0.1
H 1.105961 0.681828 -2.304144 0.5 0.4 0.4
H -0.506433 1.203003 -2.479743 -0.8 0.9 1.1
H -1.055197 0.258081 1.157407 -0.2 -0.1 0.0
H -1.507565 -1.055700 0.061735 -0.2 0.0 0.2
H -2.547555 0.730469 -1.487919 -0.5 -0.1 0.0
H -2.903899 2.059262 1.296747 0.1 -0.7 0.3
H -3.928885 2.131820 -0.221316 0.0 0.2 0.3
H 3.078400 -2.254034 1.128836 -0.4 0.0 0.0
H 3.696168 -0.805312 0.793709 -0.2 0.3 0.0